DFT (ωB97M-V/def2-TZVPD) results for a structure of composition C17H41Cl4O15PtS4.

## Properties
**Total charge**: +1
**HOMO level (alpha / beta)**: -0.4460 / -0.4460 Ha
**HOMO-LUMO gap (alpha / beta)**: 3.925 / 3.758 eV
**2S+1**: 3
**⟨S²⟩**: 2.010

Positions of all 82 atoms, in Å:
Pt (-14.9504, 26.2954, -7.0015)
Cl (-11.6472, 31.2981, -13.9222)
Cl (-21.4346, 32.4272, -3.3020)
Cl (-13.4277, 29.5693, -16.4563)
Cl (-21.9103, 35.9198, -4.1400)
S (-9.1519, 24.7390, -10.7478)
S (-20.1446, 34.7100, -13.9777)
S (-9.6197, 26.0554, -2.4783)
S (-24.6157, 28.7309, -9.6707)
O (-16.1922, 29.5757, -9.3727)
O (-10.5447, 26.5039, -3.5018)
O (-8.3708, 23.5634, -9.8791)
O (-8.1427, 25.5406, -3.1367)
O (-24.3962, 30.3777, -9.6928)
O (-15.5276, 30.4656, -7.5883)
O (-19.3337, 34.8843, -15.1821)
O (-19.8007, 33.7504, -12.9488)
O (-10.4455, 24.9744, -10.0842)
O (-10.0084, 25.1756, -1.3958)
O (-16.6961, 31.6718, -9.0119)
O (-8.2401, 25.8438, -11.0477)
O (-24.2332, 28.2534, -10.9704)
O (-20.3731, 36.1980, -13.2834)
O (-25.9384, 28.4294, -9.1376)
C (-6.0012, 24.5777, -3.0978)
C (-14.0062, 30.0789, -14.8473)
C (-25.7408, 32.2098, -8.8481)
C (-20.5087, 34.9318, -3.5904)
C (-13.3900, 31.4294, -14.3405)
C (-20.0619, 37.5123, -11.3770)
C (-23.3206, 28.3550, -8.4830)
C (-16.0409, 30.5920, -8.6834)
C (-20.9798, 33.9869, -2.5128)
C (-8.9675, 27.5447, -1.6120)
C (-7.1189, 25.1891, -2.2402)
C (-7.0738, 23.2370, -10.3740)
C (-7.1634, 21.7417, -10.7199)
C (-20.6257, 36.2486, -11.8840)
C (-21.8491, 34.3163, -14.5073)
C (-24.7935, 31.1209, -8.5374)
C (-9.4465, 23.6995, -12.3187)
H (-23.4327, 28.8160, -7.5017)
H (-7.4923, 21.1725, -9.8505)
H (-8.3074, 28.0878, -2.2883)
H (-20.0079, 34.3713, -4.3799)
H (-22.5794, 34.5776, -13.7414)
H (-20.1902, 33.8150, -1.7813)
H (-23.3882, 27.2759, -8.3453)
H (-19.0484, 37.6336, -11.7594)
H (-6.3300, 23.5216, -9.6298)
H (-20.1681, 35.4386, -11.3160)
H (-7.8338, 21.6011, -11.5678)
H (-5.2122, 24.2100, -2.4417)
H (-21.9472, 35.0228, -15.3315)
H (-19.8184, 35.6438, -3.1380)
H (-22.3922, 28.7182, -8.9238)
H (-21.6943, 36.1144, -11.7163)
H (-17.2913, 31.5126, -9.7481)
H (-6.6653, 26.0957, -1.8397)
H (-13.9459, 31.7591, -13.4628)
H (-21.9138, 33.2556, -14.7495)
H (-6.2587, 23.7947, -3.8110)
H (-6.7323, 23.8976, -11.1709)
H (-23.9975, 31.4862, -7.8886)
H (-13.8774, 29.2613, -14.1379)
H (-10.0114, 24.3376, -12.9982)
H (-26.5796, 31.7781, -9.3943)
H (-7.4389, 24.6262, -1.3634)
H (-9.8907, 28.1144, -1.5065)
H (-25.3534, 32.9682, -9.5284)
H (-6.2295, 21.2836, -11.0457)
H (-25.3236, 30.3847, -7.9332)
H (-8.4721, 27.2258, -0.6949)
H (-20.4187, 38.5041, -11.6547)
H (-13.6182, 32.2669, -14.9997)
H (-5.5523, 25.2884, -3.7917)
H (-20.0317, 37.5101, -10.2875)
H (-21.8880, 34.4147, -2.0883)
H (-8.4930, 23.4780, -12.7983)
H (-26.1266, 32.6343, -7.9213)
H (-10.0700, 22.8383, -12.0785)
H (-15.0730, 30.3024, -14.8421)

Forces on the atoms, in the same order (eV/Å):
Pt 0.1 0.2 -0.1
Cl -0.6 0.2 -0.3
Cl 0.0 0.1 0.4
Cl -0.2 0.2 0.5
Cl 0.4 -0.3 -0.4
S -0.5 -0.8 -0.5
S -0.7 0.0 -0.6
S 2.3 1.4 1.7
S -0.9 1.4 0.6
O 0.9 -1.8 -0.6
O 1.3 -1.2 0.5
O -1.4 2.3 -0.5
O -3.6 0.4 -0.5
O 0.4 -1.0 -0.8
O 1.6 -0.5 1.3
O -1.2 0.0 2.3
O 0.3 0.8 -0.5
O 2.5 -0.5 -1.0
O 0.0 0.1 -1.5
O 0.5 1.3 0.4
O -1.5 -1.7 0.6
O -0.1 0.5 1.0
O 0.8 -1.9 -1.5
O 1.9 0.4 -0.5
C 0.2 -0.3 -0.1
C 0.1 1.5 0.7
C -1.0 0.3 -1.0
C 0.1 0.5 0.6
C -0.5 -0.9 0.0
C 1.2 1.7 0.6
C -0.3 -0.4 -0.2
C -2.9 0.9 -0.6
C -0.3 -0.1 -0.5
C -0.8 -0.7 -1.3
C 1.7 0.2 -0.2
C 1.0 -0.8 -0.1
C 0.7 0.3 -0.2
C -0.8 -0.4 0.5
C 1.0 1.0 0.2
C -0.6 -1.3 1.3
C -0.2 1.6 0.8
H -0.5 0.2 -0.2
H -0.2 0.1 -0.1
H 0.0 -0.1 0.1
H -0.3 0.4 -0.2
H 0.3 -0.1 0.2
H -0.2 -0.2 0.0
H 0.4 0.0 -0.1
H 0.4 -0.6 0.3
H -0.2 -0.6 0.6
H 0.3 -0.2 -0.5
H -0.3 0.0 0.3
H 0.0 0.0 0.0
H -0.4 -0.5 -0.3
H 0.0 0.0 -0.2
H -0.1 -0.4 -0.1
H -0.2 0.3 -0.1
H -0.1 -0.1 -0.5
H -0.1 0.3 0.2
H 0.2 -0.5 0.5
H 0.2 0.3 -0.2
H -0.6 -0.4 0.6
H -0.6 -0.2 -0.6
H 0.8 -0.2 -0.6
H 0.4 0.1 -0.1
H 0.0 0.2 0.1
H -0.2 0.0 0.1
H -0.3 -0.5 -0.4
H 0.2 0.2 0.6
H 0.3 0.2 0.3
H 0.3 0.3 0.1
H -0.2 0.2 0.4
H -0.3 0.2 -0.1
H -1.1 -0.4 -0.3
H 0.7 -0.3 -0.6
H -0.1 0.6 0.4
H 0.1 -0.1 0.0
H 0.2 -0.4 0.4
H -0.1 -0.1 0.4
H 0.1 0.2 -0.1
H 0.4 0.0 0.3
H -0.1 -0.3 -0.6

Quick look at the Löwdin charges, all values in e: 0.983 0.517 0.511 0.536 0.538 0.699 0.664 0.682 0.645 0.213 -0.304 -0.278 -0.271 -0.264 0.234 -0.289 -0.321 -0.330 -0.298 0.210 -0.299 -0.269 -0.252 -0.287 -0.063 -0.662 -0.074 -0.661 -0.648 -0.083 -0.123 -0.792 -0.644 -0.108 -0.304 -0.287 -0.056 -0.308 -0.102 -0.323 -0.087 0.069 0.083 0.072 0.061 0.064 0.076 0.071 0.088 0.122 0.110 0.060 0.081 0.066 0.068 0.072 0.122 0.147 0.106 0.059 0.074 0.077 0.106 0.122 0.061 0.060 0.088 0.122 0.063 0.083 0.080 0.100 0.069 0.083 0.072 0.077 0.085 0.051 0.060 0.091 0.069 0.066